The following is a quantum chemistry calculation of a molecular structure, C4H14F10GaIO11PS, from the OMol25 dataset.

Values from the calculation:
molecular weight = 687.793 g mol⁻¹
total charge = -1
gap between HOMO and LUMO = 8.729 eV
E_tot = -134678.4683 eV
multiplicity = 1
HOMO = -6.5 eV

Structure (XYZ):
```
43
Properties=species:S:1:pos:R:3:forces:R:3
O -2.28326 0.00470 3.24958 -0.125 2.632 -1.038
P -2.42897 1.44913 2.76933 -1.220 -3.103 2.679
O -1.72095 2.44010 4.00181 -1.206 -0.151 -2.723
O -4.12505 1.77130 2.70797 2.993 1.009 1.075
Ga -1.57939 1.88447 0.63210 0.984 2.284 -0.434
F 0.19661 2.52797 0.60681 -1.454 -0.774 0.220
I -3.06873 3.84205 -0.35824 0.823 -1.056 0.535
S -1.81441 0.11779 -0.87134 -4.261 1.821 -3.756
O -1.33032 0.51183 -2.24292 0.708 -1.431 2.838
O -3.31423 -0.11509 -0.97420 3.480 -0.186 1.341
C -1.02371 -1.44022 -0.20447 -0.683 -2.582 1.284
F -2.06875 -2.39230 -0.04623 2.371 1.822 -0.492
F -0.48697 -1.23460 1.09077 -0.832 -0.110 -2.901
C 0.08555 -2.09540 -1.15100 -0.091 -2.371 0.406
F 0.45494 -3.32036 -0.51699 -0.761 2.263 -1.193
F -0.43267 -2.49345 -2.40952 1.050 1.406 2.595
C 1.44012 -1.24850 -1.27989 1.467 0.267 1.035
F 1.37631 0.01233 -0.65632 -0.313 -2.544 -1.509
F 2.46547 -1.95297 -0.59224 -1.979 1.355 -1.520
C 1.97366 -1.06119 -2.77344 1.828 1.304 -1.344
F 1.20260 -0.22170 -3.56160 1.469 -2.413 1.754
F 2.23753 -2.29217 -3.41890 -1.030 2.583 1.382
F 3.23944 -0.42832 -2.66570 -2.512 -1.334 -0.174
H -1.37497 3.23969 3.53859 -0.253 -0.428 0.497
H -4.21209 2.57146 3.27656 -0.396 -0.537 -0.593
O 2.38925 4.91178 0.09000 0.144 -0.281 0.189
H 1.97270 4.12386 0.47481 -0.154 0.176 -0.214
H 3.31675 4.66685 -0.00105 -0.121 0.035 -0.005
O -0.02407 3.48292 5.80995 0.160 -0.245 0.141
H 0.45113 2.98721 6.48575 -0.011 0.134 -0.074
H -0.45927 2.79779 5.27662 0.024 0.130 0.243
O -4.76056 4.92418 -2.73636 -0.309 0.231 -0.439
H -5.67275 4.89455 -3.04859 0.077 -0.031 0.096
H -4.23690 4.96098 -3.54569 0.061 -0.065 0.158
O 5.00363 -4.06872 -2.92941 -0.083 -0.087 -0.139
H 4.48800 -4.85929 -3.12802 0.060 0.079 0.024
H 4.44277 -3.34294 -3.23003 0.085 -0.014 0.101
O 7.23415 -6.33299 -3.78933 -0.039 0.073 0.149
H 6.91549 -6.73042 -2.97104 0.062 0.043 -0.089
H 7.12964 -5.38355 -3.64305 -0.110 -0.070 -0.032
O -3.75606 -2.74879 4.20717 -0.097 0.070 0.124
H -3.28064 -1.95658 3.91990 0.090 0.115 -0.112
H -4.56101 -2.40341 4.60783 0.102 -0.022 -0.085
```
Positions in Å, forces in eV/Å.



The following is a quantum chemistry calculation of a single CH5NO2S molecule, from the OMol25 dataset.

Values from the calculation:
relative energy (zero: lowest compared OMol25 entry of this formula, charge and spin) = 245.1 kJ/mol
molecular weight = 95.123 g mol⁻¹
total charge = 0
gap between HOMO and LUMO = 10.984 eV
E_tot = -17536.4027 eV
SMILES string = CS(N)(=O)=O
multiplicity = 1
HOMO = -10.5 eV

Structure (XYZ):
```
10
Properties=species:S:1:pos:R:3:forces:R:3
C 0.76345 0.46023 0.97258 -0.341 -2.743 -0.549
S -0.32558 -0.77596 0.13276 1.063 3.162 -2.792
N -0.86510 0.54215 -1.29087 -0.224 -2.086 2.812
O 0.45889 -1.83132 -0.38016 1.354 -0.625 -1.062
O -1.43304 -1.14446 0.86835 -3.305 -0.300 2.318
H 1.36586 -0.03058 1.75477 -0.324 0.059 -0.550
H 1.32838 0.81040 0.14795 0.891 0.664 -0.362
H 0.09246 1.14890 1.35465 -1.051 1.604 0.761
H -1.49468 0.22335 -2.07312 1.393 -0.248 1.164
H 0.10937 0.59729 -1.48691 0.545 0.513 -1.741
```
Positions in Å, forces in eV/Å.



- Among the records above, which one has the lowest E_tot?
  C4H14F10GaIO11PS



- The lowest molecular weight belongs to which entry?
  CH5NO2S